The following is a quantum chemistry calculation of C19H22N4O4 in the gas phase in a non-equilibrium geometry, from OMol25.

Atoms and positions in Å:
1 H -0.40862 7.45032 -3.39060
2 H -1.96973 -4.77111 1.32331
3 C 2.50754 -3.14939 0.13543
4 H -1.74261 6.28397 -3.21772
5 C 3.04714 -2.41272 -1.09820
6 H 0.98558 5.12820 0.05653
7 N 1.74164 -2.22343 0.93934
8 H 3.65661 -3.10110 -1.68810
9 H 2.19160 -2.08569 -1.72096
10 O -4.50614 -1.85284 1.33814
11 C -0.09496 0.25756 1.00469
12 N 3.87366 -1.29339 -0.69504
13 H 5.11890 -1.37586 -2.35334
14 H 3.35064 -3.52843 0.72201
15 C -0.90297 3.72532 -2.35413
16 C -0.99218 2.44551 -1.83699
17 H -2.52980 -0.55250 1.20933
18 H 0.44893 -4.45485 1.15712
19 H -1.39739 3.94458 -3.28699
20 C 3.09768 -0.36364 0.10527
21 C -0.37776 2.11363 -0.63561
22 H 1.89461 -3.98417 -0.19879
23 C 0.43352 4.36350 -0.46564
24 H -1.55440 1.69647 -2.37775
25 H 3.77969 -0.21702 -2.53050
26 H 0.82012 2.84570 0.98307
27 N -0.50152 0.79260 -0.17711
28 H 2.02256 -0.43341 1.99286
29 C -0.49090 -1.19332 1.10271
30 H 2.25818 0.06977 -0.46876
31 H -1.02003 0.18258 -0.79560
32 C 4.50609 -0.64802 -1.82363
33 C -1.54698 -3.78175 1.24254
34 C -0.65503 6.39624 -3.27389
35 C 0.34335 3.08927 0.04908
36 O -0.03084 5.98955 -2.08068
37 C -0.19650 -3.59158 1.13599
38 C -1.85548 -1.39725 1.19250
39 H 3.74756 0.45211 0.42577
40 O 0.46628 0.86989 1.88930
41 C -2.39702 -2.67548 1.26317
42 H -0.27557 5.83958 -4.13720
43 C 2.56442 -1.10289 1.33120
44 H 3.42299 -1.51190 1.87674
45 N -3.80575 -2.85022 1.34305
46 C 0.39093 -2.30553 1.05932
47 C -0.18671 4.70146 -1.66984
48 H 5.14974 0.15001 -1.45812
49 O -4.23593 -3.98852 1.39941

Cartesian forces (eV/Å) of the 3 atoms listed first:
-0.047 -0.075 -0.041
0.013 -0.051 -0.001
0.083 -0.120 -0.466

## Properties
Energy relative to the best compared isomer or geometry (same formula, charge and spin)   5.205 eV
Molecular weight   370.4 g/mol
HOMO   -0.3000 Ha
Total energy   -1257.1059 hartree

***

The following is a quantum chemistry calculation of 2 unconnected molecules or ions with the total composition C9H16N in a non-equilibrium geometry, from OMol25.

Atoms and positions in Å:
1 H -0.19099 1.64115 -0.64619
2 H 2.60599 1.92648 0.15193
3 H 0.74133 3.23809 -2.05790
4 H -0.01345 4.36808 -0.84005
5 H 0.20955 2.39397 0.89372
6 H 1.64665 4.08804 -0.88763
7 H -3.13643 -0.95783 -0.88727
8 H 1.16532 -3.84253 0.77832
9 H -2.84232 0.47622 0.94787
10 H 1.63275 0.61980 0.26959
11 C -0.07465 -1.49604 1.35787
12 H -1.52745 -2.68035 -1.45366
13 C -2.18864 -0.96948 -0.36763
14 N 1.77319 1.49267 -0.23405
15 C -1.99779 -0.18404 0.76841
16 C -0.88285 -0.35264 1.57299
17 C 0.69256 3.55930 -1.01362
18 C 0.48425 2.34096 -0.15266
19 H 0.80831 -1.55142 1.98763
20 H 1.01062 -3.54002 -0.96100
21 H -0.54375 0.31361 2.34885
22 C 0.46222 -3.59542 -0.02418
23 H -0.26319 -4.40358 0.03266
24 C -0.24451 -2.28348 0.24647
25 C -1.33753 -2.02925 -0.61024
26 H 2.01081 1.42771 -1.22024

Cartesian forces (eV/Å) of the 3 atoms listed first:
-0.492 0.302 0.272
-0.014 0.449 0.521
-0.556 0.240 -0.017

## Properties
Energy relative to the best compared isomer or geometry (same formula, charge and spin)   0.704 eV
Molecular weight   138.2 g/mol
HOMO   -0.4495 Ha
Total energy   -407.0237 hartree
Total charge   +1

***

The following is a quantum chemistry calculation of a molecular structure, C6H9N, from OMol25.

Atoms and positions in Å:
1 H 1.24505 2.33579 0.22335
2 C 1.91287 0.35232 0.66049
3 C -2.55152 -0.26722 0.11158
4 H 3.25346 -1.24867 0.21502
5 H 2.22385 -0.71632 -1.23170
6 H -2.80716 -0.41374 1.16794
7 N -0.34486 -1.30840 -0.22441
8 C 0.91943 1.29395 0.20820
9 C -1.04444 -0.24784 -0.05186
10 H 3.12704 0.52953 0.15233
11 H -1.05129 1.93756 -0.08950
12 H -2.99474 -1.08822 -0.46120
13 H -0.95210 -2.13107 -0.22916
14 H -3.01194 0.67136 -0.21144
15 C -0.39882 1.07228 0.00347
16 C 2.52033 -0.54788 -0.19131

Cartesian forces (eV/Å) of the 3 atoms listed first:
-0.033 -0.154 0.001
-0.093 -0.126 -0.258
-0.074 -0.031 -0.022

## Properties
Energy relative to the best compared isomer or geometry (same formula, charge and spin)   4.672 eV
Molecular weight   95.1 g/mol
HOMO   -0.2856 Ha
Total energy   -288.6104 hartree

***

The following is a quantum chemistry calculation of C5H5FIN in the gas phase, from OMol25.

Atoms and positions in Å:
1 C -1.22261 -0.19196 -0.14453
2 H -1.75635 1.56719 0.84365
3 C 0.35605 1.25001 1.14500
4 C -0.25874 -1.17950 -0.61329
5 N 1.24813 0.49997 1.61619
6 H -2.24702 -0.40314 -0.42710
7 H 1.04102 -0.49785 1.57847
8 C -0.95322 0.88736 0.59146
9 H -0.45632 -2.20804 -0.33079
10 I 1.35019 0.88032 -2.24591
11 C 0.77575 -0.96086 -1.41035
12 F 1.56748 -1.96111 -1.80133
13 H 0.55565 2.31761 1.19852

Cartesian forces (eV/Å) of the 3 atoms listed first:
-0.085 0.394 0.170
-0.127 0.035 -0.047
-0.011 0.194 0.043

## Properties
Energy relative to the best compared isomer or geometry (same formula, charge and spin)   1.039 eV
Molecular weight   225.0 g/mol
HOMO   -0.3382 Ha
Total energy   -645.7662 hartree

***

The following is a quantum chemistry calculation of a molecular structure, C24H49N2O5PPdSeSi3 in a non-equilibrium geometry, from OMol25.

Atoms and positions in Å:
1 H -3.80670 3.16388 3.45646
2 C 5.27989 -0.60903 -1.64346
3 Pd -0.33175 -0.13499 0.18494
4 H 0.49934 -3.60641 -2.24480
5 H -2.49139 -4.56474 -0.79488
6 C 0.87344 -2.96410 0.84393
7 H 3.58594 0.87171 -3.20686
8 C 3.93681 -1.02110 -2.20238
9 H -3.74115 5.58729 -0.09512
10 H 5.26961 1.65998 0.72197
11 H 4.19486 -0.42474 -4.23436
12 C -3.89152 4.45800 1.71204
13 C -4.34901 0.34615 -0.27638
14 N -1.86940 4.03252 -1.26742
15 O 3.04742 1.65740 -0.85662
16 C -3.41155 3.32634 2.46130
17 Se -0.70356 2.76585 -1.56829
18 H -3.71372 -0.77381 3.92828
19 C -2.47872 2.47197 1.96930
20 H -1.32758 -0.03819 -2.43491
21 H 0.87634 -2.30834 1.71279
22 H -3.84167 1.11732 0.30101
23 H 2.68567 4.32013 1.23821
24 H -5.14948 -2.15974 -1.79032
25 H 4.07376 -3.08068 -1.58355
26 H -2.53021 -3.67082 3.15202
27 C 3.53211 2.76340 0.06115
28 H -2.09259 -4.70003 0.92757
29 H -2.44212 -1.06720 -3.30160
30 H 0.73893 0.80290 2.82275
31 H 4.62494 -2.76203 -3.23072
32 H 4.82090 4.43254 -0.26949
33 H -0.79124 -3.46509 2.89072
34 H -4.56062 -1.36989 2.51135
35 H 3.72860 4.10114 -1.62159
36 C -1.68295 -4.53201 -0.06717
37 Si -2.14549 -1.46014 2.19987
38 H -4.63543 5.10429 2.15770
39 C 3.52316 -0.19875 -3.40638
40 H -3.70387 -3.13722 -2.09273
41 O -0.87908 -0.29275 2.15040
42 Si -0.67106 -2.96741 -0.23845
43 H -5.13419 -0.07918 0.35156
44 H 1.73307 3.91956 -0.18598
45 H 4.69312 2.89299 1.84248
46 H 0.58972 -0.81533 3.54146
47 H 1.01426 -3.98715 1.20563
48 O 0.76789 0.52035 -1.34348
49 H 1.71246 2.84318 1.23579
50 C -1.70532 -2.95426 3.18518
51 C -3.71793 -0.75140 2.83513
52 C -2.37825 -0.31565 -2.51191
53 H -3.90863 0.26822 2.50715
54 O 2.91660 -0.83062 -1.10688
55 H 1.74273 -2.69713 0.24039
56 O 1.70353 0.23234 0.82820
57 C 2.33309 3.49564 0.61834
58 H 3.81292 1.36926 1.69524
59 N -1.02381 1.98723 0.03887
60 H 0.37259 -1.85288 -2.24350
61 H -1.02407 -2.84779 -2.69717
62 H 6.04317 -0.75801 -2.40761
63 C 4.35310 3.64154 -0.85584
64 H -2.92717 0.56680 -2.84961
65 C -2.41831 3.85408 -0.08669
66 C -1.96016 2.70374 0.65643
67 C 4.37603 2.12060 1.14103
68 H 5.14101 3.06495 -1.33964
69 C -1.92119 -1.58414 0.32129
70 C -4.20646 -2.50724 -1.35840
71 P 2.17054 0.42490 -0.61843
72 H 2.50906 -0.45348 -3.72056
73 H -0.54067 0.48756 4.02885
74 C -3.41157 4.72964 0.47607
75 H 5.54137 -1.21124 -0.77357
76 H -1.60256 -2.65432 4.23303
77 C 3.87103 -2.50479 -2.48688
78 H -4.44917 -3.11543 -0.48567
79 H 5.28297 0.44397 -1.36697
80 H -0.98910 -5.34856 -0.29060
81 H 2.89325 -2.78253 -2.88111
82 H -2.11588 1.63730 2.54548
83 C -0.17227 -2.77119 -2.01995
84 H -4.83909 0.83928 -1.12023
85 Si -3.22302 -0.96155 -0.96560
86 C 0.04545 0.06714 3.21237

Cartesian forces (eV/Å) of the 3 atoms listed first:
0.005 0.017 -0.007
0.042 0.027 0.020
1.255 1.910 0.916

## Properties
Energy relative to the best compared isomer or geometry (same formula, charge and spin)   0.000 eV
Molecular weight   746.3 g/mol
HOMO (spin up / spin down)   -0.5292 / -0.5292 Ha
Total energy   -5168.3558 hartree
Total charge   +2